Density functional theory data (ωB97M-V with the def2-TZVPD basis set) for 3 unconnected molecules or ions with the total composition C3H7FN2O.

Geometry as XYZ:
```
14
Properties=species:S:1:pos:R:3:mulliken_charge:R:1
C 1.80 -0.83 -0.38 -0.676
C 1.40 -1.44 0.69 0.061
F 0.87 -0.90 1.79 -0.217
H 2.32 -1.11 -1.29 0.333
H 1.24 0.10 -0.54 0.138
H 1.54 -2.48 0.89 0.327
N 0.47 -0.73 -2.88 -0.383
C -0.40 -0.36 -2.27 0.506
O -1.41 0.08 -1.58 -0.522
H -1.86 -0.61 -0.82 0.418
N -1.50 1.90 1.80 -0.631
H -1.98 1.58 0.95 0.198
H -1.98 2.76 2.13 0.226
H -0.52 2.03 1.51 0.223
```

## Properties
- Relative energy (zero: lowest compared OMol25 entry of this formula, charge and spin): 259.36 kJ/mol
- SMILES string: C=CF.N#CO.N
- Orbital gap: 9.64 eV
- HOMO: -9.96 eV
- 2S+1: 1

Density functional theory data (ωB97M-V with the def2-TZVPD basis set) for a molecular structure, C14H12EuN3O2S6.

Geometry as XYZ:
```
38
Properties=species:S:1:pos:R:3:mulliken_charge:R:1
Eu -17.10 2.10 8.55 0.891
S -19.59 2.22 12.24 -0.405
C -18.60 2.71 11.06 0.094
S -16.92 2.11 11.23 -0.476
S -19.20 3.60 9.69 -0.508
O -14.43 -2.59 6.25 -0.766
C -13.36 -1.90 6.63 0.326
C -12.09 -2.43 6.43 -0.522
C -10.93 -1.72 6.64 -0.306
C -11.01 -0.41 7.08 -0.574
C -12.25 0.16 7.34 -0.431
C -13.45 -0.55 7.19 0.183
C -14.75 0.01 7.57 0.908
O -14.89 1.17 8.18 -0.799
N -15.81 -0.76 7.31 -0.244
N -17.03 -0.22 7.64 -0.646
C -18.11 -0.60 6.90 0.364
S -19.53 0.32 7.22 -0.080
C -20.04 0.12 5.46 -0.642
C -19.60 -1.19 4.85 -0.414
S -17.92 -1.35 5.34 -0.116
H -15.36 -1.92 6.69 0.483
H -12.01 -3.46 6.06 0.354
H -9.97 -2.20 6.47 0.364
H -10.07 0.17 7.27 0.308
H -12.35 1.19 7.76 0.351
H -19.77 1.02 4.87 0.311
H -21.10 0.12 5.59 0.377
H -19.57 -1.14 3.75 0.325
H -20.29 -1.99 5.20 0.271
S -14.60 4.87 5.14 -0.137
C -16.05 5.75 5.70 -0.326
C -16.89 4.89 6.39 -0.357
N -16.40 3.62 6.46 -0.241
C -15.23 3.43 5.89 0.065
H -16.23 6.83 5.59 0.382
H -17.87 5.09 6.88 0.337
H -14.70 2.48 5.75 0.294
```

## Properties
- Relative energy (zero: lowest compared OMol25 entry of this formula, charge and spin): 0.00 kJ/mol
- <S²>: 15.76
- Orbital gap (spin up / spin down): 5.12 / 5.16 eV
- Total charge: -1
- HOMO (spin up / spin down): -3.25 / -3.28 eV
- 2S+1: 8

Density functional theory data (ωB97M-V with the def2-TZVPD basis set) for a gas-phase ion, C10H11BrNO2 (charge +1).

Geometry as XYZ:
```
25
Properties=species:S:1:pos:R:3:mulliken_charge:R:1
C -3.34 -1.03 0.92 -0.821
C -2.07 -0.90 1.08 -0.267
C -1.15 0.04 -0.06 0.684
N -1.76 -0.23 -1.49 -0.147
O -1.31 1.37 0.26 -0.419
C -0.09 2.09 0.15 -0.391
C 0.93 0.97 0.12 0.086
C 0.25 -0.27 0.04 -0.013
C 0.89 -1.54 -0.15 -0.862
C 2.31 -1.44 -0.23 -0.678
C 2.97 -0.25 0.00 0.209
Br 4.95 -0.28 -0.14 -0.212
C 2.34 1.00 0.26 0.480
O 2.99 2.18 0.52 -0.465
H -3.87 -1.62 1.70 0.267
H -3.98 -0.84 0.09 0.262
H -1.50 -0.97 2.00 0.393
H -2.69 -0.63 -1.38 0.260
H -0.87 -0.80 -1.89 0.467
H -1.86 0.63 -1.93 0.336
H -0.14 2.78 1.04 0.278
H -0.22 2.55 -0.91 0.195
H 0.33 -2.38 -0.24 0.677
H 2.97 -2.30 -0.38 0.442
H 3.92 1.88 0.61 0.239
```

## Properties
- Relative energy (zero: lowest compared OMol25 entry of this formula, charge and spin): 0.00 kJ/mol
- SMILES string: C=C[C@@]1([NH3+])OCc2c1ccc(Br)c2O
- Orbital gap: 9.20 eV
- Total charge: +1
- HOMO: -12.52 eV
- 2S+1: 1

Density functional theory data (ωB97M-V with the def2-TZVPD basis set) for a molecular structure, CH5BS2.

Geometry as XYZ:
```
9
Properties=species:S:1:pos:R:3:mulliken_charge:R:1
B 0.00 -0.29 -0.35 0.433
C 0.59 0.97 1.31 -0.959
S -0.48 0.52 -1.94 -0.241
S -0.22 -1.94 0.09 -0.205
H 1.67 1.09 1.52 0.283
H 0.09 0.64 2.14 0.328
H 0.00 1.80 0.90 0.215
H -0.86 -0.50 -2.60 0.064
H -0.78 -2.30 -1.07 0.082
```

## Properties
- Relative energy (zero: lowest compared OMol25 entry of this formula, charge and spin): 217.99 kJ/mol
- Orbital gap: 9.92 eV
- HOMO: -9.64 eV
- 2S+1: 1

Density functional theory data (ωB97M-V with the def2-TZVPD basis set) for 3 unconnected molecules or ions with the total composition C34H30ClFO4Si.

Geometry as XYZ:
```
71
Properties=species:S:1:pos:R:3:mulliken_charge:R:1
O 1.18 -3.64 -0.83 -0.671
C 1.72 -4.28 -1.71 0.517
C 3.09 -3.92 -2.18 -0.126
C 3.76 -2.86 -1.58 -0.301
C 5.04 -2.53 -1.97 -0.305
C 5.67 -3.27 -2.98 -0.633
C 5.00 -4.32 -3.59 -0.640
C 3.71 -4.65 -3.19 0.392
C 3.01 -5.77 -3.87 0.599
O 3.53 -6.38 -4.79 -0.662
C 1.65 -6.14 -3.39 0.143
C 0.99 -7.21 -3.98 -0.568
C -0.27 -7.58 -3.53 -0.471
C -0.87 -6.89 -2.48 -0.495
C -0.22 -5.82 -1.89 -0.489
C 1.04 -5.44 -2.34 0.056
H 3.26 -2.30 -0.80 0.595
H 5.55 -1.71 -1.50 0.419
H 6.67 -3.02 -3.28 0.399
H 5.48 -4.89 -4.37 0.479
H 1.46 -7.74 -4.79 0.474
H -0.78 -8.41 -3.99 0.398
H -1.85 -7.18 -2.13 0.404
H -0.68 -5.27 -1.08 0.467
O -3.30 2.39 1.97 -0.645
C -4.17 3.16 1.61 0.529
C -3.87 4.24 0.64 0.007
C -2.59 4.36 0.12 -0.387
C -2.30 5.35 -0.81 -0.612
C -3.30 6.22 -1.23 -0.432
C -4.58 6.11 -0.71 -0.722
C -4.87 5.13 0.22 0.489
C -6.25 5.04 0.78 0.569
O -7.10 5.84 0.46 -0.664
C -6.55 3.94 1.74 0.155
C -7.83 3.82 2.25 -0.575
C -8.14 2.79 3.13 -0.464
C -7.15 1.88 3.50 -0.498
C -5.87 2.00 3.00 -0.498
C -5.56 3.03 2.13 0.075
H -1.82 3.68 0.45 0.635
H -1.30 5.44 -1.20 0.428
H -3.08 6.98 -1.96 0.393
H -5.36 6.79 -1.03 0.482
H -8.59 4.53 1.96 0.474
H -9.14 2.69 3.52 0.400
H -7.39 1.07 4.18 0.403
H -5.10 1.30 3.29 0.463
C 5.40 2.33 1.91 -1.340
C 4.59 1.77 0.77 0.600
Cl 5.24 2.39 -0.80 -0.242
C 4.56 0.25 0.71 -0.954
Si 3.43 -0.43 2.09 0.490
C 1.64 -0.16 1.50 -0.656
C 0.74 0.59 2.51 -0.693
C 0.30 1.94 2.05 -0.406
F 1.31 2.89 2.27 -0.360
H 6.27 1.69 2.07 0.316
H 5.72 3.33 1.67 0.438
H 4.83 2.33 2.83 0.317
H 3.56 2.11 0.83 -0.042
H 5.56 -0.15 0.76 0.590
H 4.06 -0.03 -0.21 0.250
H 3.63 0.28 3.38 -0.270
H 3.72 -1.87 2.22 -0.215
H 1.25 -1.14 1.30 0.402
H 1.66 0.39 0.56 0.466
H -0.14 0.00 2.74 0.364
H 1.27 0.74 3.45 0.331
H -0.57 2.25 2.61 0.352
H 0.03 1.95 1.00 0.275
```

## Properties
- SMILES string: O=C1c2ccccc2C(=O)c2ccccc21.O=C1c2ccccc2C(=O)c2ccccc21.C[C@@H](Cl)C[SiH2]CCCF
- Orbital gap: 8.79 eV
- HOMO: -9.87 eV
- 2S+1: 1

Density functional theory data (ωB97M-V with the def2-TZVPD basis set) for a molecular structure, C13H19Cl2NYb.

Geometry as XYZ:
```
36
Properties=species:S:1:pos:R:3:mulliken_charge:R:1
Yb 0.32 1.65 0.80 0.939
Cl -0.08 3.47 -0.80 -0.704
Cl 0.91 1.88 3.13 -0.661
C 2.02 0.10 -0.53 -1.382
H 2.48 -0.75 -1.06 0.370
H 2.58 0.38 0.41 0.303
C -1.10 -0.14 -2.09 -0.894
C 0.15 -0.67 -2.23 0.305
H -1.82 -0.54 -1.36 0.255
C 1.12 -0.14 -3.23 -0.994
H 0.46 -1.53 -1.63 0.608
C 0.80 1.32 -3.61 -0.388
H 2.14 -0.19 -2.85 0.376
H 1.10 -0.76 -4.15 0.362
C -0.66 1.45 -4.02 -0.808
H 1.00 1.98 -2.76 0.109
H 1.46 1.64 -4.43 0.333
C -1.60 1.05 -2.87 -0.328
H -0.88 2.47 -4.35 0.311
H -0.85 0.78 -4.86 0.302
H -1.71 1.92 -2.20 0.168
H -2.60 0.85 -3.27 0.326
N -0.23 -0.99 1.15 -0.191
C -0.36 -1.25 2.53 0.445
C 0.75 -1.65 3.30 -0.473
C 0.69 -1.52 4.69 -0.374
C -0.46 -1.03 5.31 -0.493
C -1.60 -0.72 4.54 -0.432
C -1.56 -0.88 3.15 -0.433
H 0.68 -1.20 0.71 0.134
H -0.99 -1.33 0.57 0.233
H 1.65 -2.01 2.79 0.339
H 1.57 -1.77 5.28 0.345
H -0.49 -0.91 6.39 0.326
H -2.49 -0.34 5.02 0.350
H -2.43 -0.64 2.54 0.318
```

## Properties
- <S²>: 0.75
- Orbital gap (spin up / spin down): 6.33 / 6.31 eV
- Total charge: -1
- HOMO (spin up / spin down): -3.37 / -3.36 eV
- 2S+1: 2

Number 4 is which compound? CH5BS2

Number 3 is which compound? C10H11BrNO2